Entry 1:
9
Properties=species:S:1:pos:R:3:forces:R:3 method="wB97M-V/def2-TZVPD" charge=-1 relative_energy_kj_mol=13.2 homo_ev=-4.4 lumo_ha=0.155 fmax_ev_per_a=4.1
C -0.468 -1.088 0.346 0.84 2.05 -2.54
C 0.775 -1.022 -0.073 -0.37 3.81 -1.25
O -0.699 2.097 -1.489 0.01 -0.69 0.49
O 0.044 1.835 1.008 -0.17 0.30 0.13
O -1.249 -0.050 -0.097 -0.94 -0.03 0.14
O 1.102 0.182 -0.718 -1.71 -0.50 0.35
P -0.311 1.281 -0.312 2.06 -0.62 -0.63
H -0.765 -1.665 1.098 -1.78 -2.52 2.63
H 1.572 -1.569 0.237 2.06 -1.79 0.68


Entry 2:
84
Properties=species:S:1:pos:R:3:forces:R:3 method="wB97M-V/def2-TZVPD" relative_energy_kj_mol=126.2 homo_ev=-9.6 lumo_ha=0.010 fmax_ev_per_a=1.5 smiles=CC(C)O.CC(C)O.CC(C)O.CC(C)O.CC(C)O.CC(C)O.CC(C)O
C 2.083 -2.962 -2.191 -0.47 -0.08 0.13
C 1.377 -3.070 -3.545 1.40 0.16 0.34
C 0.406 -1.951 -3.749 -1.10 0.08 -0.11
O 2.362 -2.943 -4.596 -0.45 -0.23 0.11
H 2.431 -1.939 -2.027 0.20 -0.04 -0.08
H 2.914 -3.663 -2.123 0.10 0.09 -0.03
H 1.379 -3.209 -1.389 0.03 0.01 -0.05
H 0.913 -4.058 -3.591 -0.25 0.08 -0.20
H 0.898 -1.005 -3.973 0.27 -0.10 0.00
H -0.222 -1.795 -2.866 0.08 -0.11 0.02
H -0.269 -2.184 -4.575 0.09 0.11 -0.07
H 2.774 -3.804 -4.709 0.13 0.02 -0.04
C -3.361 -1.068 -4.630 -0.15 -0.30 -0.34
C -3.053 -0.106 -3.516 0.19 0.50 0.60
C -2.199 1.047 -3.966 0.73 -0.04 -0.08
O -4.202 0.464 -2.876 -0.03 -0.11 -0.18
H -2.416 -1.410 -5.056 -0.01 -0.31 0.20
H -3.901 -0.660 -5.487 -0.22 0.34 0.32
H -3.931 -1.905 -4.223 0.07 -0.16 -0.23
H -2.471 -0.651 -2.761 -0.10 -0.10 -0.03
H -1.866 1.659 -3.127 -0.34 0.13 0.05
H -2.716 1.656 -4.705 0.03 0.08 -0.01
H -1.272 0.646 -4.389 -0.15 0.07 -0.27
H -4.549 -0.151 -2.225 -0.04 -0.11 -0.08
C -1.267 0.555 0.908 -0.19 -0.18 -0.20
C -0.685 -0.168 -0.292 0.00 -0.40 0.57
C 0.338 0.681 -1.024 0.27 0.03 0.47
O -0.092 -1.390 0.212 -0.07 0.44 -0.57
H -1.885 -0.143 1.475 -0.08 0.04 -0.04
H -1.889 1.376 0.545 0.03 0.12 0.27
H -0.487 0.897 1.589 0.05 0.18 -0.13
H -1.521 -0.442 -0.942 0.11 -0.07 -0.13
H 0.620 0.337 -2.017 -0.23 -0.10 -0.03
H 1.248 0.671 -0.410 -0.02 0.21 -0.06
H -0.004 1.715 -1.072 0.03 0.02 -0.18
H 0.810 -1.393 -0.116 0.11 -0.27 0.06
C 6.167 1.389 -1.734 0.68 0.22 -0.40
C 5.026 1.910 -2.584 -0.35 0.42 0.55
C 3.767 1.064 -2.465 -0.39 -0.31 -0.57
O 4.748 3.273 -2.221 0.08 -0.05 -0.23
H 6.466 0.377 -2.010 -0.23 -0.10 0.17
H 5.939 1.457 -0.669 -0.18 -0.23 0.01
H 7.049 2.015 -1.901 -0.07 0.01 0.02
H 5.330 1.980 -3.628 0.02 -0.07 -0.04
H 3.756 0.246 -3.195 0.27 -0.12 0.22
H 2.880 1.645 -2.727 0.11 0.22 0.16
H 3.627 0.639 -1.469 0.07 0.08 0.05
H 4.655 3.336 -1.265 0.00 -0.08 0.04
C -2.388 0.867 5.524 -0.60 0.25 -0.54
C -1.172 0.232 4.887 0.56 -0.33 -0.02
C 0.104 0.681 5.571 -0.09 1.04 0.17
O -1.251 -1.183 4.998 0.30 0.02 0.04
H -2.485 0.537 6.556 0.01 0.04 0.06
H -3.287 0.566 4.973 0.01 -0.16 0.18
H -2.392 1.959 5.467 0.29 -0.03 0.16
H -1.084 0.519 3.829 -0.23 -0.04 0.03
H 1.004 0.151 5.274 -0.16 -0.36 0.02
H -0.031 0.681 6.656 0.20 -0.36 -0.01
H 0.283 1.735 5.315 -0.06 -0.11 -0.01
H -2.016 -1.503 4.495 -0.10 0.05 0.04
C 0.001 4.039 1.580 -0.52 -0.01 0.33
C 1.463 3.680 1.497 0.02 -0.42 0.40
C 2.077 3.908 0.121 0.25 0.03 0.10
O 2.246 4.300 2.523 0.01 0.15 -0.11
H -0.579 3.283 1.049 -0.03 0.18 -0.22
H -0.261 5.027 1.194 0.19 0.02 -0.09
H -0.346 3.977 2.616 0.09 0.05 0.01
H 1.509 2.613 1.747 0.11 0.00 -0.17
H 2.688 4.812 0.129 -0.11 0.05 0.02
H 1.323 4.013 -0.658 -0.01 -0.11 -0.05
H 2.734 3.075 -0.128 -0.02 0.01 -0.17
H 1.749 5.031 2.900 0.01 0.05 -0.04
C -2.345 -3.291 1.860 0.36 0.44 -0.62
C -3.398 -3.360 2.931 0.22 0.07 0.04
C -3.065 -4.387 3.986 -0.28 -0.81 -0.12
O -3.487 -2.085 3.596 -0.41 -0.13 -0.04
H -1.394 -2.939 2.264 0.05 -0.23 0.07
H -2.605 -2.567 1.078 -0.12 -0.02 0.08
H -2.216 -4.247 1.351 0.07 -0.06 0.13
H -4.352 -3.612 2.456 -0.13 0.11 0.19
H -2.671 -5.283 3.496 0.10 0.12 0.02
H -3.957 -4.738 4.508 0.04 0.32 0.22
H -2.322 -4.040 4.700 0.01 0.17 -0.02
H -3.781 -1.422 2.964 -0.04 0.01 -0.08


Entry 3:
26
Properties=species:S:1:pos:R:3:forces:R:3 method="wB97M-V/def2-TZVPD" charge=+1 relative_energy_kj_mol=57.9 homo_ev=-13.1 lumo_ha=-0.141 fmax_ev_per_a=0.6
C 1.738 1.777 -0.677 -0.05 0.27 0.20
C -1.911 3.025 -1.193 0.19 -0.33 -0.05
C -0.547 2.859 -0.522 -0.35 0.48 -0.21
C 0.353 1.896 -1.283 -0.41 -0.16 0.02
H 2.241 2.742 -0.711 0.13 0.03 -0.15
H 2.367 1.041 -1.169 0.06 -0.09 -0.05
H 1.680 1.553 0.394 -0.02 -0.19 0.06
H -2.573 3.692 -0.644 0.02 0.03 0.03
H -2.408 2.058 -1.305 -0.06 0.03 0.06
H -1.772 3.421 -2.195 -0.08 0.12 -0.10
H -0.700 2.560 0.524 0.19 -0.14 -0.01
H -0.072 3.842 -0.497 0.11 -0.01 0.17
H -0.165 0.930 -1.345 0.18 -0.11 0.03
H 0.419 2.229 -2.322 0.11 0.05 0.04
C 0.449 -0.974 1.007 -0.15 0.21 0.10
C -0.111 -2.379 1.089 0.15 0.01 0.33
S -0.411 -3.044 -0.561 -0.04 0.00 0.03
N 0.767 -0.425 2.409 0.04 -0.06 -0.05
H -0.271 -0.286 0.574 0.00 0.07 -0.08
H 1.370 -0.904 0.439 0.00 -0.16 -0.07
H -1.014 -2.412 1.699 -0.10 0.05 -0.11
H 0.606 -3.035 1.584 0.11 -0.12 -0.14
H -1.576 -2.405 -0.739 0.00 -0.01 -0.07
H 1.715 -0.049 2.447 -0.02 0.06 0.00
H 0.706 -1.168 3.109 -0.03 0.04 0.03
H 0.128 0.325 2.679 0.02 -0.07 0.01


Entry 4:
46
Properties=species:S:1:pos:R:3:forces:R:3 method="wB97M-V/def2-TZVPD" charge=+1 relative_energy_kj_mol=589.4 homo_ev=-12.3 lumo_ha=-0.083 fmax_ev_per_a=7.3
O 44.007 10.813 52.253 -0.62 -3.02 0.84
H 43.448 11.044 53.031 0.31 0.60 -0.11
H 43.878 9.794 52.167 0.74 1.07 0.34
H 43.695 11.163 51.408 -0.72 1.18 -1.14
C 46.359 7.288 52.635 -5.94 0.40 4.18
O 45.673 8.514 52.661 -0.33 1.26 -1.11
H 47.269 7.526 52.417 6.12 0.31 -0.26
H 45.994 6.691 51.914 -1.34 -2.23 -2.72
H 45.934 6.950 53.604 2.02 -1.29 -0.17
H 46.383 9.199 52.720 -2.11 -0.95 0.53
C 41.781 11.223 49.537 -0.34 -4.79 5.11
O 43.095 11.710 49.819 -1.11 1.33 -1.06
H 41.129 10.999 50.560 1.63 1.27 -2.11
H 41.783 10.164 49.212 0.73 0.57 -0.32
H 41.169 11.705 48.900 -1.47 2.40 -2.17
H 43.075 12.606 49.397 0.68 -1.00 0.85
C 41.322 12.284 53.503 -3.20 -2.04 1.30
O 42.474 12.862 53.026 1.22 -3.56 -2.17
H 40.557 12.086 52.657 1.24 -0.18 1.49
H 40.805 12.925 54.264 0.25 -0.04 -0.87
H 41.560 11.419 54.200 -0.40 0.25 -1.48
H 42.328 13.643 53.405 0.68 5.65 1.71
C 42.594 7.060 52.170 1.74 -2.84 -2.70
O 42.318 8.409 52.115 -3.20 1.37 0.71
H 41.697 6.435 52.511 1.48 0.72 -0.50
H 43.471 6.956 52.807 -0.16 -0.63 0.12
H 42.943 6.772 51.037 -0.94 -0.05 2.76
H 41.339 8.312 52.270 1.33 1.66 -0.39
C 43.040 10.442 56.086 -2.28 1.31 1.04
O 43.963 10.755 55.091 -3.72 0.31 -4.08
H 42.584 11.334 56.627 1.25 -0.45 -0.30
H 43.774 9.926 56.649 -1.38 -1.69 2.30
H 42.066 10.032 55.755 1.19 -1.04 -0.20
H 44.654 10.886 55.642 4.06 0.87 1.47
C 46.324 12.941 52.016 0.09 2.49 2.30
C 46.813 11.950 53.047 2.96 -0.67 0.76
C 46.355 12.116 54.497 0.00 0.04 -0.21
O 46.486 10.647 52.555 3.17 0.23 -1.48
H 46.651 12.605 51.095 0.49 -0.41 -2.06
H 46.592 14.045 52.155 0.32 -1.62 0.04
H 45.261 13.006 52.077 -0.97 -0.36 -0.25
H 48.023 11.898 53.109 -2.64 0.81 -0.11
H 45.291 12.194 54.725 0.10 0.86 -1.24
H 46.820 13.120 54.670 -0.07 -1.17 1.30
H 46.544 11.157 55.094 1.15 1.71 -0.53
H 47.350 10.280 52.143 -1.98 1.36 0.59


Entry 5:
21
Properties=species:S:1:pos:R:3:forces:R:3 method="wB97M-V/def2-TZVPD" charge=+2 relative_energy_kj_mol=0.0 homo_ev=-15.6 lumo_ha=-0.316 fmax_ev_per_a=0.1
Mo 0.877 -0.441 0.185 0.01 0.03 0.00
F -1.774 -0.677 -3.890 0.00 0.01 0.00
C -1.998 0.420 -3.203 -0.01 0.01 0.01
F -2.896 0.217 -2.265 0.00 0.00 0.00
F -2.335 1.416 -3.982 0.00 0.00 0.00
S -0.379 0.871 -2.387 0.02 -0.01 -0.01
O -0.175 -0.354 -1.471 0.00 0.00 0.02
O 0.649 1.042 -3.339 -0.01 -0.01 0.00
N -0.785 2.077 -1.494 0.01 0.01 0.00
S -0.165 2.613 -0.174 0.03 0.01 -0.03
O 0.532 1.458 0.559 -0.07 -0.04 0.05
O -1.048 3.352 0.631 0.00 0.00 0.00
C 1.316 3.643 -0.641 0.00 0.00 0.00
F 2.139 2.855 -1.319 0.00 -0.01 -0.01
F 0.908 4.641 -1.381 -0.01 0.00 0.00
F 1.881 4.060 0.467 0.00 -0.01 0.00
S 0.250 -6.816 9.042 0.00 0.00 0.00
Sb 0.070 -8.183 7.419 0.00 -0.08 0.07
S 0.161 -1.811 1.551 0.00 0.07 -0.07
S 2.874 -0.816 -0.116 0.03 0.00 -0.03
S -0.102 -9.567 5.807 0.00 0.00 0.00


Entry 6:
14
Properties=species:S:1:pos:R:3:forces:R:3 method="wB97M-V/def2-TZVPD" relative_energy_kj_mol=440.6 homo_ev="-8.3 / -7.3" lumo_ha="0.014 / 0.013" fmax_ev_per_a=5.1
C -1.007 1.838 -0.274 2.93 0.28 -0.85
C -1.735 0.848 0.043 -1.86 -1.63 0.40
C 1.491 -0.486 -0.880 -3.80 2.30 2.42
C 0.240 -1.122 -0.148 1.77 1.14 0.59
P 0.310 -1.672 1.534 1.39 -0.80 -0.17
H -1.178 2.894 -0.380 -0.40 0.31 0.07
H 0.008 1.441 -0.504 -0.30 1.27 0.07
H -2.781 0.668 0.252 0.06 -0.12 0.18
H 0.956 -0.042 -1.713 0.63 0.20 -0.63
H 2.234 -1.127 -1.181 1.67 -1.69 -0.66
H 1.914 0.376 -0.268 -0.36 -1.19 -0.62
H -0.528 -1.477 -0.768 -0.80 -0.62 -0.72
H -0.931 -1.519 2.116 -0.71 0.44 0.00
H 1.007 -0.620 2.171 -0.23 0.12 -0.07


Entry 7:
19
Properties=species:S:1:pos:R:3:forces:R:3 method="wB97M-V/def2-TZVPD" relative_energy_kj_mol=419.4 homo_ev=-8.2 lumo_ha=0.023 fmax_ev_per_a=8.7 smiles="Nc1ccc(S(N)(=O)=O)cc1"
N 4.010 0.092 0.036 5.51 -1.98 -0.02
C 2.660 0.101 0.162 -2.20 2.04 -2.19
C 1.869 1.342 -0.061 -1.26 -6.44 2.17
C 0.422 1.140 0.033 5.62 6.38 -1.69
C -0.107 -0.010 0.148 -2.40 -4.34 -0.40
S -1.896 -0.042 -0.226 2.11 0.23 1.87
N -2.530 -0.081 1.279 -1.83 -5.57 2.88
O -1.881 -1.366 -0.895 -2.37 2.69 0.56
O -2.378 1.337 -0.535 1.09 -3.17 -1.25
C 0.664 -1.207 0.125 -1.74 -0.71 -0.32
C 2.029 -1.181 0.105 0.33 0.85 0.02
H 4.560 0.666 -0.698 -1.69 -1.25 1.97
H 4.618 -0.882 0.343 -2.71 3.87 -1.41
H 2.386 2.219 -0.111 0.90 2.43 -0.31
H -0.155 1.977 -0.309 -0.46 0.46 0.46
H -2.593 0.722 1.829 0.01 1.88 0.04
H -2.739 -0.947 2.005 1.16 2.43 -3.38
H -0.001 -2.065 -0.080 1.14 0.02 0.31
H 2.748 -1.982 -0.183 -1.21 0.18 0.66


Entry 8:
95
Properties=species:S:1:pos:R:3:forces:R:3 method="wB97M-V/def2-TZVPD" charge=-1 homo_ev="-0.5 / -4.5" lumo_ha="0.070 / 0.070" fmax_ev_per_a=5.3 spin_multiplicity=2
N -3.303 -23.256 -3.802 0.19 1.74 0.64
H -2.372 -22.863 -3.794 0.64 -0.77 0.27
H -3.767 -22.576 -4.387 -1.04 0.87 -0.36
H -3.761 -23.289 -2.903 0.17 -0.15 0.13
H -3.446 -24.108 -4.326 0.38 -3.23 -0.67
N -8.178 -24.468 -6.343 -1.75 0.80 0.10
H -8.828 -24.653 -7.094 0.03 -0.15 -0.21
H -7.453 -25.170 -6.293 2.21 -3.04 -0.05
H -8.664 -24.496 -5.458 -0.10 0.19 0.17
H -7.682 -23.599 -6.480 0.31 1.07 -0.06
N -4.053 -25.353 -7.359 0.93 0.60 0.59
H -3.573 -25.545 -8.227 -0.51 -0.63 -1.20
H -3.473 -25.664 -6.593 0.35 -0.18 1.16
H -4.918 -25.819 -7.125 -1.41 -1.10 -0.39
H -4.209 -24.366 -7.216 0.14 0.02 -0.12
C -5.149 -20.076 -7.470 -2.56 -1.80 -0.71
F -5.932 -19.186 -6.835 0.93 -0.23 0.05
F -5.728 -20.209 -8.727 1.11 -0.07 1.47
F -3.916 -19.677 -7.595 0.29 0.42 0.09
S -5.213 -21.804 -6.528 -1.88 -2.47 -0.88
O -6.618 -22.297 -6.456 1.36 2.09 -0.38
O -4.411 -22.762 -7.266 0.25 2.15 -0.44
O -4.674 -21.555 -5.219 0.14 1.73 0.68
O -3.607 -25.860 -4.759 -1.84 -0.53 1.07
C -4.849 -26.411 -4.171 1.11 2.39 -1.56
C -5.924 -27.086 -5.082 -0.03 -0.85 -1.23
O -6.424 -26.564 -6.309 0.63 1.82 1.00
H -5.422 -25.589 -3.741 -0.32 1.05 0.20
H -4.637 -26.950 -3.247 0.12 -1.09 -0.17
H -6.806 -27.253 -4.465 -0.12 -0.16 0.87
H -5.557 -28.078 -5.347 0.32 -0.54 0.15
C 0.355 -24.694 -13.049 0.80 0.51 0.19
C -0.903 -24.567 -12.245 -0.05 -0.50 -0.45
O -0.995 -23.242 -11.699 -1.92 0.93 1.92
C -1.932 -22.984 -10.670 1.15 -3.16 -0.45
O -2.634 -23.812 -10.101 1.72 2.76 -1.68
C -1.828 -21.488 -10.250 0.38 -0.65 -0.50
F -0.678 -20.856 -10.629 -1.18 -0.54 0.18
F -2.886 -20.866 -10.762 -0.03 0.64 -0.38
F -1.923 -21.400 -8.936 0.16 0.12 0.69
H 0.445 -25.763 -13.242 0.27 0.11 -0.40
H 1.222 -24.352 -12.485 0.09 -0.29 0.33
H 0.405 -24.081 -13.949 -0.44 -0.27 -0.25
H -0.848 -25.350 -11.489 -0.57 0.33 0.41
H -1.723 -24.775 -12.932 -0.38 0.17 0.49
C 1.052 -20.263 -5.434 1.11 -0.37 0.10
C 0.265 -20.457 -6.703 -0.36 -0.17 0.16
O 0.429 -21.822 -7.198 -0.51 -0.33 -0.35
C -0.296 -22.790 -6.632 -1.23 1.97 3.65
O -0.967 -22.650 -5.580 1.65 -0.48 -3.35
C -0.052 -24.163 -7.242 0.44 -1.28 -1.08
F 0.674 -24.084 -8.377 -0.74 0.32 -0.13
F 0.718 -24.877 -6.425 -0.05 0.04 0.82
F -1.175 -24.854 -7.469 0.57 0.84 0.12
H 1.241 -21.189 -4.891 -1.03 0.01 0.42
H 0.665 -19.443 -4.829 0.03 -0.27 0.13
H 2.093 -20.068 -5.690 0.03 0.67 -0.25
H 0.660 -19.752 -7.435 -0.01 -0.63 -0.49
H -0.802 -20.242 -6.634 0.00 -0.24 0.33
C -0.541 -27.730 -9.707 -0.14 -1.19 -0.10
C -1.770 -28.760 -9.709 0.75 3.36 0.29
O -2.713 -28.397 -10.715 0.91 -2.65 -0.53
C -3.418 -27.210 -10.654 0.53 -0.75 -1.73
O -3.430 -26.522 -9.604 -0.39 0.81 0.71
C -4.189 -26.901 -11.940 1.29 -2.33 4.55
F -4.095 -27.779 -12.945 0.39 0.23 -0.41
F -5.505 -26.831 -11.636 -1.62 0.39 -0.43
F -3.840 -25.692 -12.286 0.05 2.52 -2.09
H -0.658 -26.783 -9.181 -0.50 -0.10 -0.21
H -0.213 -27.580 -10.735 -0.30 0.30 -0.24
H 0.327 -28.225 -9.270 0.03 -0.16 0.39
H -2.240 -28.692 -8.728 -0.02 -0.21 -0.02
H -1.278 -29.724 -9.839 -0.85 -0.24 -0.60
C -6.170 -23.416 -9.890 0.00 -0.28 1.13
C -5.904 -22.992 -11.301 0.22 -0.68 0.55
O -7.206 -22.901 -11.940 -1.39 -0.28 -3.11
C -7.410 -23.414 -13.248 3.56 -0.03 1.93
O -6.549 -24.010 -13.855 -1.64 0.88 0.55
C -8.794 -23.174 -13.884 0.52 1.18 -1.35
F -9.506 -24.268 -13.849 -1.03 -0.54 1.11
F -9.423 -22.098 -13.318 0.35 -1.43 -0.92
F -8.657 -22.982 -15.260 0.18 0.80 1.87
H -5.235 -23.535 -9.342 0.11 -0.06 -0.27
H -6.717 -24.351 -9.770 0.07 -0.15 -0.42
H -6.716 -22.659 -9.326 -0.17 0.20 -0.18
H -5.211 -23.680 -11.784 -0.42 -0.10 -0.33
H -5.410 -22.024 -11.216 -0.38 0.34 -0.68
Cl 0.104 -28.024 -6.069 -0.11 -0.31 0.31
C -1.363 -28.474 -5.154 -1.28 -0.99 -0.38
C -1.681 -30.015 -5.160 0.79 1.20 -0.08
Cl -1.857 -30.636 -6.835 0.16 -0.03 0.44
H -2.208 -27.974 -5.628 0.15 0.23 0.02
H -1.300 -28.075 -4.141 0.18 -0.20 -0.06
H -2.630 -30.235 -4.672 0.14 0.32 0.10
H -0.865 -30.536 -4.659 -0.11 -0.24 -0.20


no.,molecular weight (g/mol)
1,121.01
2,420.67
3,136.28
4,239.33
5,626.12
6,88.09
7,172.21
8,930.50